10 unconnected molecules or ions with the total composition C2H24O11, computed with ωB97M-V/def2-TZVPD.

XYZ file:
```
37
C2H24O11 | the OMol25 dataset | ωB97M-V/def2-TZVPD
O 0.570 -3.841 3.000
C 0.913 -2.511 3.499
C 0.645 -1.441 2.456
O 1.250 -0.225 2.826
H -0.368 -3.824 2.837
H 0.460 -2.207 4.478
H 1.955 -2.484 3.713
H -0.496 -1.299 2.346
H 1.045 -1.680 1.450
H 0.759 0.480 2.441
O -0.355 0.431 -0.242
H 0.556 0.377 -0.570
H -0.799 0.867 -0.978
O 1.939 3.206 0.768
H 1.227 2.559 0.847
H 1.650 4.019 1.160
O -2.553 0.642 -2.374
H -3.070 0.865 -3.168
H -3.192 0.677 -1.679
O 2.113 0.219 -1.261
H 2.403 1.109 -1.387
H 2.201 -0.218 -2.103
O -0.305 2.666 -2.348
H 0.220 3.366 -2.718
H -1.028 3.024 -1.774
O 0.382 -2.266 -1.404
H 0.326 -1.667 -2.135
H -0.471 -2.136 -0.910
O -1.853 -2.017 -0.120
H -1.713 -1.079 0.011
H -2.420 -2.149 -0.868
O -0.250 2.108 1.735
H -0.601 1.549 0.993
H -0.528 3.037 1.511
O -0.182 -0.393 -3.505
H -0.955 -0.048 -3.082
H 0.525 0.299 -3.454
```

Output
* Kohn-Sham gap: 0.319 Eh
* energy above the lowest of the compared OMol25 structures with the same formula, charge and spin: 2.7478 eV
* charge: 0
* highest occupied orbital energy: -9.37 eV
* SMILES: OCCO.O.O.O.O.O.O.O.O.O
* LUMO energy: -0.679 eV

=====

11 unconnected molecules or ions with the total composition C2H25O11, computed with ωB97M-V/def2-TZVPD.

XYZ file:
```
38
C2H25O11 | the OMol25 dataset | ωB97M-V/def2-TZVPD
C 0.203 -0.909 2.014
O -0.898 -1.216 1.104
C 0.017 -2.002 3.095
H -0.027 0.048 2.491
H 1.104 -0.974 1.414
H -0.716 -1.684 3.829
H 1.012 -2.301 3.421
H -0.417 -2.867 2.585
H 1.008 3.038 0.939
H -0.188 3.811 0.392
O 0.178 3.463 1.214
H -0.394 0.561 -2.566
H 0.071 1.530 -3.657
O -0.666 0.968 -3.403
H 3.229 0.853 0.850
H 3.296 -0.253 -0.206
O 3.848 0.311 0.349
H 1.889 -2.968 -0.527
H 2.940 -2.284 0.301
O 2.865 -2.946 -0.396
H -2.686 -1.867 0.437
H -3.225 -0.939 -0.745
O -3.255 -1.799 -0.328
H -0.786 1.300 -0.369
H -0.762 -0.643 0.294
O -0.189 0.547 -0.554
H -0.204 2.759 -1.572
H -1.423 2.660 -2.424
O -0.840 3.321 -2.022
H -2.415 0.558 0.861
H -3.684 1.370 1.109
O -3.371 0.523 0.770
H -0.140 -1.861 -0.823
H -0.414 -3.364 -0.553
O 0.206 -2.738 -0.933
H 2.426 1.523 -0.884
H 1.078 1.184 -0.204
O 1.734 1.932 -0.343
```

Output
* Kohn-Sham gap (alpha / beta): 0.396 / 0.201 Eh
* energy above the lowest of the compared OMol25 structures with the same formula, charge and spin: 1.2260 eV
* charge: 0
* multiplicity: 2
* highest occupied orbital energy (alpha / beta): -11.15 / -11.14 eV
* ⟨S²⟩: 0.758
* LUMO energy (alpha / beta): -0.362 / -5.665 eV

=====

12 unconnected molecules or ions with the total composition C2H25O13, computed with ωB97M-V/def2-TZVPD.

XYZ file:
```
40
C2H25O13 | the OMol25 dataset | ωB97M-V/def2-TZVPD
O -1.496 -2.164 -0.311
C -1.779 -1.067 -0.748
O -1.412 0.029 -0.187
C -2.469 -1.035 -2.019
H -3.603 -0.692 -1.976
H -1.920 -0.559 -2.877
H -2.457 -2.085 -2.407
H 2.279 0.261 1.359
H 3.643 0.444 1.976
O 2.680 0.382 2.222
H -0.289 0.015 2.929
H 0.423 1.208 3.600
O -0.270 0.650 3.748
H 1.071 1.896 -0.744
H 0.560 3.263 -0.460
O 0.770 2.731 -1.137
H 3.420 2.180 -1.502
H 2.131 2.198 -2.096
O 3.085 1.918 -2.323
H 1.092 0.325 -4.216
H 1.635 -0.613 -3.300
O 0.903 -0.662 -3.990
H -2.366 -2.064 1.231
H -2.474 -1.749 2.555
O -3.175 -2.157 1.881
H 0.562 -2.416 1.958
H -0.173 -1.953 0.607
O 0.531 -1.781 1.254
H -2.555 1.412 -0.111
H -2.577 2.776 0.370
O -3.100 2.066 0.299
H -0.911 2.379 2.596
H -0.569 1.622 1.267
O -0.474 2.439 1.746
H 0.267 -0.041 -0.258
H 1.474 -0.748 0.133
O 1.272 0.122 -0.352
H 1.329 -2.605 -0.157
H 2.735 -2.912 -0.692
O 2.207 -3.015 0.130
```

Output
* Kohn-Sham gap: 0.353 Eh
* energy above the lowest of the compared OMol25 structures with the same formula, charge and spin: 3.3362 eV
* charge: -1
* highest occupied orbital energy: -6.93 eV
* LUMO energy: 2.686 eV

=====

A molecular structure, C2H27HfO12, computed with ωB97M-V/def2-TZVPD.

XYZ file:
```
42
C2H27HfO12 | the OMol25 dataset | ωB97M-V/def2-TZVPD
Hf -30.508 -15.734 -26.263
C -27.416 -12.032 -23.576
C -27.122 -12.320 -25.071
O -28.080 -13.032 -25.731
H -27.384 -12.916 -22.939
H -28.380 -11.561 -23.386
H -26.606 -11.423 -23.175
H -26.099 -12.642 -25.268
H -27.107 -11.302 -25.461
O -30.947 -13.560 -20.456
H -30.931 -14.228 -21.142
H -31.668 -13.820 -19.883
O -27.621 -7.146 -24.021
H -27.153 -6.343 -23.795
H -27.858 -7.532 -23.177
O -25.952 -6.589 -27.532
H -26.418 -7.106 -26.876
H -25.494 -7.237 -28.068
O -23.679 -8.092 -24.041
H -23.221 -8.308 -24.853
H -24.589 -8.336 -24.207
O -33.011 -10.269 -23.138
H -33.445 -9.416 -23.130
H -32.445 -10.257 -22.366
O -32.066 -12.883 -25.425
H -32.854 -12.458 -25.764
H -31.568 -12.175 -25.017
O -26.708 -8.987 -20.589
H -27.066 -9.858 -20.415
H -25.772 -9.134 -20.720
O -25.374 -15.593 -20.388
H -25.749 -14.731 -20.568
H -26.126 -16.185 -20.380
O -28.321 -17.648 -21.030
H -28.304 -18.521 -21.423
H -28.610 -17.072 -21.738
O -27.402 -12.578 -19.026
H -27.836 -12.979 -18.272
H -27.959 -12.803 -19.771
O -24.838 -13.492 -29.767
H -25.004 -13.328 -28.839
H -24.228 -12.802 -30.027
```

Output
* Kohn-Sham gap: 0.076 Eh
* energy above the lowest of the compared OMol25 structures with the same formula, charge and spin: 9.6146 eV
* charge: +3
* highest occupied orbital energy: -17.80 eV
* LUMO energy: -15.731 eV

=====

A molecular structure, C2H27HgO12, computed with ωB97M-V/def2-TZVPD.

XYZ file:
```
42
C2H27HgO12 | the OMol25 dataset | ωB97M-V/def2-TZVPD
Hg 7.150 20.724 -21.896
C 2.488 20.961 -27.729
C 3.051 20.112 -26.544
O 4.374 20.420 -26.286
H 2.548 22.025 -27.500
H 1.468 20.600 -27.863
H 3.062 20.780 -28.637
H 2.976 19.043 -26.745
H 2.401 20.310 -25.692
O -1.779 15.440 -25.542
H -0.953 15.101 -25.889
H -2.341 15.536 -26.311
O 7.835 24.396 -23.762
H 7.865 24.463 -24.717
H 7.820 25.304 -23.458
O 1.208 28.241 -28.958
H 1.791 28.010 -28.235
H 0.327 28.139 -28.598
O 0.171 18.602 -32.107
H 0.259 19.533 -32.309
H 1.070 18.299 -31.976
O -2.601 20.917 -23.501
H -1.867 20.619 -22.963
H -3.311 20.309 -23.294
O 0.468 23.269 -33.452
H -0.101 24.035 -33.526
H 1.351 23.632 -33.383
O 4.060 25.721 -31.648
H 4.358 25.334 -30.825
H 3.513 26.460 -31.382
O 7.263 23.900 -28.529
H 6.867 23.110 -28.160
H 8.186 23.675 -28.642
O -3.527 22.095 -28.027
H -2.738 21.725 -28.423
H -3.698 21.537 -27.268
O 6.943 16.986 -28.978
H 6.349 17.510 -28.440
H 6.374 16.356 -29.420
O 3.578 22.575 -20.609
H 2.731 22.132 -20.565
H 3.362 23.508 -20.600
```

Output
* Kohn-Sham gap: 0.093 Eh
* energy above the lowest of the compared OMol25 structures with the same formula, charge and spin: 6.1806 eV
* charge: +1
* highest occupied orbital energy: -12.66 eV
* LUMO energy: -10.128 eV

=====

A molecular structure, C2H2BiLiO2, computed with ωB97M-V/def2-TZVPD.

XYZ file:
```
8
C2H2BiLiO2 | the OMol25 dataset | ωB97M-V/def2-TZVPD
C 1.497 -0.610 -0.530
C 0.143 -0.661 -0.184
O -0.283 -0.058 0.952
O 2.197 0.510 -0.359
H 1.493 -1.624 0.185
Bi -2.214 2.750 0.062
Li -2.269 0.444 0.898
H -0.565 -0.751 -1.024
```

Output
* Kohn-Sham gap (alpha / beta): 0.189 / 0.189 Eh
* energy above the lowest of the compared OMol25 structures with the same formula, charge and spin: 4.4400 eV
* charge: +2
* highest occupied orbital energy (alpha / beta): -18.16 / -18.16 eV
* LUMO energy (alpha / beta): -13.010 / -13.005 eV